# 1
Entry from the Open Molecules 2025 dataset: a structure of composition C17H17BrCdN5O3S2 (ωB97M-V/def2-TZVPD).

Each line ends with the Löwdin charge.
Cartesian coordinates (Å):
Cd 0.57 -0.13 -0.49  1.31
C 5.70 -0.69 1.40  -0.48
S 4.63 -2.10 1.65  0.80
C 3.01 -1.44 1.42  -1.17
S 2.73 0.22 1.25  0.51
N 2.14 -2.43 1.43  -0.14
N 0.88 -1.99 1.24  -0.11
C -0.06 -2.78 1.58  -0.12
C -1.46 -2.35 1.49  -0.28
C -2.49 -3.28 1.66  -0.04
C -3.80 -2.86 1.60  -0.09
C -4.06 -1.52 1.38  -0.08
C -2.99 -0.66 1.23  -0.18
N -1.72 -1.05 1.28  0.10
H 6.72 -1.08 1.50  0.02
H 5.53 0.09 2.15  0.01
H 5.56 -0.26 0.41  0.03
H 0.15 -3.77 1.99  0.11
H -2.24 -4.32 1.84  0.10
H -4.61 -3.57 1.73  0.10
H -5.08 -1.14 1.33  0.10
H -3.14 0.40 1.04  0.07
Br -0.99 2.47 1.66  0.74
C 0.31 3.14 0.45  -0.74
C 0.61 4.49 0.49  -0.12
C 1.60 4.94 -0.36  -0.06
C 2.24 4.04 -1.19  -0.01
C 1.86 2.71 -1.16  -0.19
N 0.89 2.27 -0.35  -0.01
C 2.59 1.69 -2.08  -0.68
O 3.46 2.19 -2.80  -0.01
O 2.20 0.50 -2.00  -0.15
H 0.09 5.15 1.17  0.09
H 1.88 5.99 -0.37  0.10
H 3.03 4.32 -1.87  0.11
N -3.96 0.31 -2.03  0.14
C -2.62 0.17 -1.76  -0.58
O -1.97 1.13 -1.41  -0.02
C -2.09 -1.24 -1.95  -0.28
C -0.58 -1.36 -1.93  -0.30
H -4.40 1.18 -1.76  0.10
H -4.54 -0.50 -2.15  0.09
H -2.55 -1.61 -2.88  0.10
H -2.55 -1.83 -1.15  0.08
H -0.16 -1.04 -2.88  0.01
H -0.30 -2.40 -1.78  0.01

charge: -1
ΔE to the lowest compared entry with this formula, charge and spin: 23.26 kcal per mole
spin multiplicity: 1
gap between HOMO and LUMO: 7.01 eV
HOMO energy: -4.57 eV

=====

# 2
Entry from the Open Molecules 2025 dataset: a structure of composition C16H17ClIN4O6STc (ωB97M-V/def2-TZVPD).

Each line ends with the Löwdin charge.
Cartesian coordinates (Å):
Tc -0.49 -0.25 0.19  1.73
O -0.03 -2.20 0.82  -0.15
C 0.37 -2.24 2.22  -0.13
C -0.68 -1.52 3.04  -0.11
N -1.02 -0.23 2.37  -0.24
C -0.40 0.95 2.98  -0.06
C -0.29 2.05 1.93  -0.53
O -0.14 3.21 2.15  0.18
O -0.29 1.54 0.66  -0.21
C -2.50 -0.06 2.34  -0.08
C -3.05 -0.99 1.27  -0.60
O -3.99 -1.71 1.42  0.14
O -2.35 -0.90 0.13  -0.21
H -0.82 -2.75 0.67  0.14
H 1.34 -1.75 2.24  0.11
H 0.49 -3.29 2.51  0.15
H -0.32 -1.35 4.06  0.15
H -1.58 -2.12 3.10  0.14
H 0.62 0.71 3.31  0.14
H -0.96 1.31 3.84  0.15
H -2.74 0.96 2.03  0.07
H -2.94 -0.27 3.31  0.15
Cl 4.96 -0.27 -4.09  0.76
C 3.38 -0.33 -3.39  -0.59
C 2.29 -0.51 -4.20  -0.14
C 0.99 -0.56 -3.66  -0.63
I -0.66 -0.74 -4.90  1.02
C 0.81 -0.45 -2.30  -0.38
O -0.40 -0.46 -1.70  -0.26
C 1.93 -0.27 -1.47  -0.14
N 1.65 -0.13 -0.14  0.00
C 2.65 0.12 0.68  -0.09
C 3.98 0.21 0.26  -0.01
C 4.27 0.05 -1.07  0.02
C 3.23 -0.19 -1.99  -0.15
H 2.43 -0.60 -5.27  0.11
H 2.39 0.27 1.73  0.11
H 4.75 0.41 0.99  0.12
H 5.29 0.11 -1.42  0.11
N -1.87 2.51 -1.99  0.09
C -2.95 1.90 -1.44  -0.99
N -3.45 0.87 -2.13  0.10
S -3.59 2.41 0.02  0.63
H -1.67 2.39 -2.97  0.10
H -1.59 3.38 -1.56  0.09
H -2.92 0.44 -2.87  0.06
H -4.17 0.33 -1.69  0.10

charge: +1
⟨S²⟩: 0.76
ΔE to the lowest compared entry with this formula, charge and spin: 29.53 kcal per mole
spin multiplicity: 2
gap between HOMO and LUMO (spin up / spin down): 5.70 / 5.59 eV
HOMO energy (spin up / spin down): -10.61 / -10.61 eV

=====

# 3
Entry from the Open Molecules 2025 dataset: an isolated molecule of C13H17N5 (ωB97M-V/def2-TZVPD).

Each line ends with the Löwdin charge.
Cartesian coordinates (Å):
C -0.77 3.73 1.97  -0.13
C -0.35 2.80 0.81  -0.21
C -1.44 1.57 0.74  -0.11
C -1.25 0.69 -0.48  -0.29
C -2.08 -0.54 -0.43  -0.09
C -1.26 -1.53 0.45  -0.18
C -1.57 -2.93 0.09  -0.14
N -1.82 -4.03 -0.34  0.16
N 0.17 -1.14 -0.05  0.01
N 1.13 -2.15 -0.21  -0.24
C 1.89 -2.37 0.96  -0.10
C 1.42 -2.79 -1.56  0.01
C 0.11 0.15 -0.63  -0.13
C 1.15 0.79 -1.22  -0.19
C 0.91 1.91 -2.12  -0.21
N 0.87 2.67 -2.95  0.17
C 2.47 0.36 -1.17  -0.20
N 3.51 -0.03 -0.79  0.18
H -1.86 4.02 1.95  0.09
H -0.19 4.68 1.92  0.06
H -0.39 3.24 2.98  0.11
H 0.59 2.35 0.84  0.08
H -0.39 3.39 -0.11  0.10
H -1.31 1.01 1.65  0.11
H -2.48 1.89 0.64  0.12
H -1.43 1.31 -1.33  0.14
H -3.10 -0.45 -0.01  0.14
H -2.14 -0.93 -1.42  0.12
H -1.41 -1.48 1.52  0.14
H 1.69 -3.28 1.51  0.06
H 1.70 -1.56 1.69  0.09
H 2.98 -2.53 0.58  0.11
H 1.76 -3.84 -1.39  0.11
H 2.29 -2.26 -1.98  0.07
H 0.58 -2.72 -2.08  0.02

charge: 0
ΔE to the lowest compared entry with this formula, charge and spin: 51.96 kcal per mole
spin multiplicity: 1
gap between HOMO and LUMO: 8.87 eV
SMILES string: CCC[C@@H]1C[C@@H](C#N)N(N(C)C)C1=C(C#N)C#N
HOMO energy: -8.79 eV